# 1
# C7H8N5O

An isolated ion of composition C7H8N5O and charge +1 (ωB97M-V/def2-TZVPD, OMol25).

Last columns: bonded neighbours and bond lengths (Å).
Geometry (Å):
1 N -2.192 -0.540 1.368  C2 1.819, H14 1.025, H15 1.007, H16 1.020
2 C -1.112 -0.509 -0.096  N1 1.819, C3 1.604, N5 1.454, N13 1.341
3 C -2.015 0.149 -1.247  C2 1.604, C4 1.309, H17 1.093
4 C -1.417 1.313 -1.200  C3 1.309, N5 1.579, H18 1.039
5 N -0.560 0.830 0.036  C2 1.454, C4 1.579, C6 1.373
6 C 0.809 0.848 0.132  N5 1.373, N7 1.369, C10 1.412
7 N 1.586 1.974 0.084  C6 1.369, C8 1.307
8 C 2.816 1.530 0.065  N7 1.307, N9 1.317, H19 1.088
9 N 2.938 0.229 0.227  C8 1.317, C10 1.368, H20 1.019
10 C 1.667 -0.273 0.163  C6 1.412, N9 1.368, C11 1.461
11 C 1.128 -1.600 -0.126  C10 1.461, O12 1.207, N13 1.433
12 O 1.660 -2.620 -0.490  C11 1.207
13 N -0.306 -1.579 -0.125  C2 1.341, C11 1.433, H21 0.966
14 H -2.001 -1.155 2.166  N1 1.025
15 H -3.132 -0.699 1.043  N1 1.007
16 H -2.212 0.439 1.652  N1 1.020
17 H -2.849 -0.147 -1.888  C3 1.093
18 H -1.358 2.334 -1.384  C4 1.039
19 H 3.571 2.296 -0.098  C8 1.088
20 H 3.708 -0.382 -0.043  N9 1.019
21 H -0.729 -2.440 -0.241  N13 0.966

## Properties
Total energy   -620.24067 a.u.
2S+1   1
Energy above the lowest of the compared OMol25 structures with the same formula, charge and spin   19.2 kcal/mol
Charge   +1
Structure (SMILES)   [NH3+][C@@]12C=CN1c1nc[nH]c1C(=O)N2

---

# 2
# C7H8NO2S

An isolated ion of composition C7H8NO2S and charge +1 (ωB97M-V/def2-TZVPD, OMol25).

Last columns: bonded neighbours and bond lengths (Å).
Geometry (Å):
1 C 0.588 -3.145 0.368  C2 1.300, C3 1.463, H12 1.076
2 C 0.045 -2.879 -0.782  C1 1.300, C4 1.541, H13 1.096
3 C 1.248 -1.973 0.943  C1 1.463, N8 1.419, O9 1.179
4 C 0.285 -1.389 -1.095  C2 1.541, N8 1.472, O10 1.181
5 C 1.075 0.486 0.435  C7 1.463, N8 1.392, S11 1.660
6 C -1.351 1.054 -0.084  C7 1.594, H14 1.074, H15 1.025, H16 1.087
7 C 0.188 1.444 -0.224  C5 1.463, C6 1.594, H17 1.140, H18 1.033
8 N 0.855 -0.860 0.155  C3 1.419, C4 1.472, C5 1.392
9 O 1.868 -1.788 1.929  C3 1.179
10 O 0.024 -0.695 -2.014  C4 1.181
11 S 2.134 1.117 1.547  C5 1.660, H19 1.264
12 H 0.476 -4.123 0.804  C1 1.076
13 H -0.607 -3.384 -1.504  C2 1.096
14 H -1.949 1.311 -0.939  C6 1.074
15 H -1.716 1.458 0.784  C6 1.025
16 H -1.597 -0.004 -0.035  C6 1.087
17 H 0.400 2.517 0.100  C7 1.140
18 H 0.497 1.664 -1.185  C7 1.033
19 H 2.810 0.089 1.840  S11 1.264

## Properties
Total energy   -874.65450 a.u.
2S+1   1
Energy above the lowest of the compared OMol25 structures with the same formula, charge and spin   1.4 kcal/mol
Charge   +1

---

# 3
# C7H8NO3

An isolated ion of composition C7H8NO3 and charge -1 (ωB97M-V/def2-TZVPD, OMol25).

Last columns: bonded neighbours and bond lengths (Å).
Geometry (Å):
1 C -0.170 -2.508 0.372  C2 1.697, N8 1.298, H12 1.066
2 C 1.512 -2.732 0.395  C1 1.697, O9 1.222, O11 1.377
3 C 0.185 -0.208 0.761  C4 1.434, C6 1.491, N8 1.366
4 C 1.611 -0.271 0.888  C3 1.434, O10 1.225, O11 1.493
5 C -1.212 1.459 -1.746  C7 1.535, H13 1.052, H14 1.028, H15 1.070
6 C -0.637 1.035 0.819  C3 1.491, C7 1.561, H16 1.178, H17 1.070
7 C -0.363 1.799 -0.514  C5 1.535, C6 1.561, H18 1.129, H19 1.067
8 N -0.603 -1.321 0.670  C1 1.298, C3 1.366
9 O 2.118 -3.791 0.316  C2 1.222
10 O 2.468 0.545 1.206  C4 1.225
11 O 2.231 -1.625 0.785  C2 1.377, C4 1.493
12 H -0.807 -3.350 0.518  C1 1.066
13 H -0.562 1.158 -2.517  C5 1.052
14 H -1.858 2.206 -2.032  C5 1.028
15 H -1.785 0.594 -1.483  C5 1.070
16 H -0.521 1.789 1.717  C6 1.178
17 H -1.683 0.813 0.778  C6 1.070
18 H 0.747 1.604 -0.591  C7 1.129
19 H -0.671 2.805 -0.341  C7 1.067

## Properties
Total energy   -551.93383 a.u.
⟨S²⟩   2.01
2S+1   3
Energy above the lowest of the compared OMol25 structures with the same formula, charge and spin   0.0 kcal/mol
Charge   -1